[1]
C3H13NO2S | ωB97M-V/def2-TZVPD

Each atom is followed by the atoms it is bonded to, with distances in Å.
Atoms and positions in Å:
1 H -2.488 -1.259 0.479  C3 1.211
2 H 0.672 -0.919 -0.001  C12 1.175
3 C -1.328 -1.570 0.636  H1 1.211, H6 1.094, C12 1.495, H17 1.133
4 O 1.046 0.871 3.138  H7 1.003, H9 0.900
5 H -0.846 0.971 -2.685  S8 1.434
6 H -1.240 -2.636 0.403  C3 1.094
7 H 1.293 0.076 2.578  O4 1.003
8 S 0.098 1.525 -1.758  H5 1.434, C20 1.827
9 H 1.710 1.294 2.702  O4 0.900
10 N -0.458 -1.417 -1.646  C12 1.490, H14 1.024, H18 1.027
11 H -0.560 1.169 0.594  C20 1.123
12 C -0.458 -0.787 -0.295  H2 1.175, C3 1.495, N10 1.490, C20 1.538
13 H -1.951 0.780 -0.512  C20 1.150
14 H 0.039 -0.950 -2.409  N10 1.024
15 H 2.225 1.346 -0.654  O16 0.951
16 O 2.812 1.501 0.078  H15 0.951, H19 0.968
17 H -1.030 -1.392 1.715  C3 1.133
18 H -1.379 -1.762 -1.940  N10 1.027
19 H 2.651 2.450 -0.023  O16 0.968
20 C -0.809 0.707 -0.399  S8 1.827, H11 1.123, C12 1.538, H13 1.150

Values from the calculation:
Maximum force (eV Å⁻¹): 5.10
E_LUMO (alpha / beta) (eV): -5.00 / -9.64
Total charge: +1
E_HOMO (alpha / beta) (eV): -14.067 / -13.972
2S+1: 2
⟨S²⟩: 0.75
Electronic energy (Ha): -725.1087
HOMO-LUMO gap (alpha / beta) (eV): 9.068 / 4.327

These are the Löwdin partial charges, in e, on atoms 1 to 8: atom 1 (H): 0.14, atom 2 (H): 0.17, atom 3 (C): -0.06, atom 4 (O): -0.03, atom 5 (H): 0.03, atom 6 (H): 0.09, atom 7 (H): 0.07, atom 8 (S): 1.15

***

[2]
C3H13NO3 | ωB97M-V/def2-TZVPD

Each atom is followed by the atoms it is bonded to, with distances in Å.
Atoms and positions in Å:
1 C -0.054 0.660 1.950  C9 1.340, H14 1.073, H18 1.087
2 H -0.480 0.869 -1.599  O6 0.966
3 H -3.986 0.371 2.367  C13 1.084
4 H -0.148 -0.571 -2.049  O6 0.961
5 O 4.337 -2.415 -2.373  H15 0.963, H16 0.961
6 O -0.846 0.089 -2.036  H2 0.966, H4 0.961
7 O 4.238 1.031 -1.628  H8 0.965, H10 0.964
8 H 3.982 0.883 -0.709  O7 0.965
9 C -1.348 0.367 2.138  C1 1.340, H17 1.078, N19 1.378
10 H 3.426 0.782 -2.083  O7 0.964
11 H -4.339 0.542 0.607  C13 1.093
12 H -2.012 0.616 0.215  N19 1.005
13 C -3.671 0.119 1.361  H3 1.084, H11 1.093, N19 1.441, H20 1.096
14 H 0.658 0.670 2.753  C1 1.073
15 H 3.609 -1.803 -2.227  O5 0.963
16 H 4.156 -2.863 -3.204  O5 0.961
17 H -1.684 -0.136 3.030  C9 1.078
18 H 0.266 1.191 1.058  C1 1.087
19 N -2.313 0.562 1.172  C9 1.378, H12 1.005, C13 1.441
20 H -3.790 -0.965 1.257  C13 1.096

Values from the calculation:
Maximum force (eV Å⁻¹): 1.13
E_LUMO (eV): -0.11
Total charge: 0
E_HOMO (eV): -7.974
Electronic energy (Ha): -402.5222
HOMO-LUMO gap (eV): 7.863
SMILES: C=CNC.O.O.O

These are the Löwdin partial charges, in e, on atoms 1 to 8: atom 1 (C): -0.04, atom 2 (H): 0.03, atom 3 (H): 0.08, atom 4 (H): 0.03, atom 5 (O): -0.05, atom 6 (O): -0.05, atom 7 (O): -0.05, atom 8 (H): 0.04

***

[3]
C3H13NO3 | ωB97M-V/def2-TZVPD

Each atom is followed by the atoms it is bonded to, with distances in Å.
Atoms and positions in Å:
1 H 0.438 0.175 2.261  N20 1.018
2 C 1.801 0.866 0.286  C3 1.530, H5 1.104, H7 1.097, H14 1.081
3 C 0.962 -0.411 0.365  C2 1.530, H12 1.089, H15 1.102, N20 1.450
4 O 1.289 0.567 -2.660  H8 0.960, H9 0.968
5 H 2.221 1.154 1.266  C2 1.104
6 H -1.198 -1.462 2.677  C11 1.093
7 H 2.701 0.717 -0.323  C2 1.097
8 H 1.311 0.687 -3.613  O4 0.960
9 H 0.362 0.556 -2.383  O4 0.968
10 H -2.328 0.061 1.515  O18 0.961
11 C -0.851 -1.268 1.659  H6 1.093, H17 1.095, O18 1.449, N20 1.402
12 H 1.473 -1.278 -0.051  C3 1.089
13 H -1.585 0.388 -0.762  O19 0.971
14 H 1.195 1.654 -0.139  C2 1.081
15 H 0.143 -0.266 -0.357  C3 1.102
16 H -2.363 1.055 -1.880  O19 0.965
17 H -0.786 -2.240 1.158  C11 1.095
18 O -1.872 -0.547 0.927  H10 0.961, C11 1.449
19 O -1.469 0.981 -1.523  H13 0.971, H16 0.965
20 N 0.414 -0.663 1.684  H1 1.018, C3 1.450, C11 1.402

Values from the calculation:
Maximum force (eV Å⁻¹): 1.29
E_LUMO (eV): 0.64
Total charge: 0
E_HOMO (eV): -9.145
Electronic energy (Ha): -402.5589
HOMO-LUMO gap (eV): 9.785
SMILES: CCNCO.O.O

These are the Löwdin partial charges, in e, on atoms 1 to 8: atom 1 (H): 0.11, atom 2 (C): -0.09, atom 3 (C): -0.28, atom 4 (O): -0.06, atom 5 (H): 0.07, atom 6 (H): 0.12, atom 7 (H): 0.07, atom 8 (H): 0.04

***

[4]
C3H13NO3 | ωB97M-V/def2-TZVPD

Each atom is followed by the atoms it is bonded to, with distances in Å.
Atoms and positions in Å:
1 H -0.821 0.751 -2.231  O4 0.965
2 H -0.214 -2.058 -1.567  O8 0.962
3 H -0.380 -3.519 -1.385  O8 0.963
4 O -0.538 0.030 -1.656  H1 0.965, C7 1.419
5 H -2.018 1.581 2.107  C19 1.114
6 H 0.354 0.424 1.292  C13 1.118
7 C 0.627 0.550 -1.034  O4 1.419, N10 1.470, H12 1.169, H15 1.085
8 O -0.147 -2.731 -0.882  H2 0.962, H3 0.963
9 O 1.794 -1.864 0.892  H18 0.959, H20 0.959
10 N 0.270 1.823 -0.391  C7 1.470, C13 1.530, H17 1.021
11 H -2.143 2.014 0.394  C19 1.099
12 H 1.095 -0.229 -0.299  C7 1.169
13 C -0.156 1.378 1.010  H6 1.118, N10 1.530, H14 1.086, C19 1.544
14 H 0.167 2.060 1.790  C13 1.086
15 H 1.419 0.675 -1.765  C7 1.085
16 H -2.176 0.311 0.882  C19 1.104
17 H 1.126 2.363 -0.253  N10 1.021
18 H 1.788 -2.277 1.757  O9 0.959
19 C -1.695 1.284 1.084  H5 1.114, H11 1.099, C13 1.544, H16 1.104
20 H 1.648 -2.565 0.255  O9 0.959

Values from the calculation:
Maximum force (eV Å⁻¹): 2.64
E_LUMO (eV): 0.77
Total charge: 0
E_HOMO (eV): -9.552
Electronic energy (Ha): -402.5393
HOMO-LUMO gap (eV): 10.319
SMILES: CCNCO.O.O

These are the Löwdin partial charges, in e, on atoms 1 to 8: atom 1 (H): 0.10, atom 2 (H): 0.02, atom 3 (H): 0.05, atom 4 (O): -0.07, atom 5 (H): 0.07, atom 6 (H): 0.10, atom 7 (C): -0.32, atom 8 (O): -0.05

***

In kcal/mol, the relative energy (zero: lowest compared OMol25 entry of this formula, charge and spin) values for the records above are, in order, 47.2; 36.6; 13.5; 25.8.